# 1
Molecular formula: C5H8O
Method: DFT, the ωB97M-V functional and the def2-TZVPD basis

Each atom is followed by the atoms it is bonded to, with distances in Å.
Positions of all 14 atoms, in Å:
1 O -0.60 -1.52 -1.80  C2 1.206
2 C -0.80 -0.33 -1.86  O1 1.206, C3 1.512, H7 1.114
3 C -0.30 0.72 -0.89  C2 1.512, C4 1.517, H8 1.099, H9 1.101
4 C 0.67 0.29 0.19  C3 1.517, C5 1.508, C6 1.504, H10 1.088
5 C 0.23 0.32 1.64  C4 1.508, C6 1.498, H11 1.086, H12 1.088
6 C 0.48 -0.99 0.97  C4 1.504, C5 1.498, H13 1.087, H14 1.084
7 H -1.43 0.09 -2.67  C2 1.114
8 H 0.13 1.52 -1.50  C3 1.099
9 H -1.21 1.17 -0.45  C3 1.101
10 H 1.70 0.57 0.01  C4 1.088
11 H 0.93 0.68 2.39  C5 1.086
12 H -0.81 0.60 1.83  C5 1.088
13 H 1.38 -1.54 1.24  C6 1.087
14 H -0.36 -1.62 0.70  C6 1.084

Computed properties:
Highest occupied orbital energy = -9.655 eV
F_max = 0.53 eV Å⁻¹
Calculated total energy = -7360.8616 eV
ΔE to the lowest compared entry with this formula, charge and spin = 134.5 kJ/mol

# 2
Molecular formula: C5H8O
Method: DFT, the ωB97M-V functional and the def2-TZVPD basis

Each atom is followed by the atoms it is bonded to, with distances in Å.
Positions of all 14 atoms, in Å:
1 C 0.29 1.36 -1.07  C2 1.500, C3 1.504, H7 1.087, H8 1.086
2 C 0.11 0.00 -1.66  C1 1.500, C3 1.503, H9 1.086, H10 1.087
3 C 0.60 0.14 -0.25  C1 1.504, C2 1.503, C4 1.491, H11 1.087
4 C -0.30 -0.22 0.88  C3 1.491, C5 1.462, O6 1.421, H12 1.094
5 C 0.03 -1.29 1.83  C4 1.462, O6 1.422, H13 1.090, H14 1.091
6 O 0.15 0.08 2.20  C4 1.421, C5 1.422
7 H -0.61 1.92 -0.80  C1 1.087
8 H 1.11 1.98 -1.42  C1 1.086
9 H 0.82 -0.34 -2.41  C2 1.086
10 H -0.90 -0.37 -1.81  C2 1.087
11 H 1.65 -0.09 -0.07  C3 1.087
12 H -1.36 0.02 0.72  C4 1.094
13 H -0.77 -1.84 2.32  C5 1.090
14 H 0.97 -1.82 1.71  C5 1.091

Computed properties:
Highest occupied orbital energy = -10.023 eV
F_max = 0.31 eV Å⁻¹
Calculated total energy = -7360.0939 eV
ΔE to the lowest compared entry with this formula, charge and spin = 208.5 kJ/mol

# 3
Molecular formula: C5H8O
Method: DFT, the ωB97M-V functional and the def2-TZVPD basis

Each atom is followed by the atoms it is bonded to, with distances in Å.
Positions of all 14 atoms, in Å:
1 C 2.52 0.55 -0.18  C2 1.460, H7 1.096, H8 1.090, H9 1.095
2 C 1.41 -0.39 0.02  C1 1.460, C3 1.206
3 C 0.32 -0.89 -0.10  C2 1.206, C4 1.464
4 C -1.07 -0.89 -0.55  C3 1.464, C5 1.560, H10 1.095, H11 1.093
5 C -1.95 0.06 0.33  C4 1.560, O6 1.407, H12 1.093, H13 1.098
6 O -1.24 0.92 1.18  C5 1.407, H14 0.967
7 H 2.09 1.55 -0.04  C1 1.096
8 H 3.36 0.43 0.50  C1 1.090
9 H 2.86 0.46 -1.21  C1 1.095
10 H -1.00 -0.48 -1.56  C4 1.095
11 H -1.53 -1.88 -0.64  C4 1.093
12 H -2.53 0.71 -0.33  C5 1.093
13 H -2.66 -0.55 0.91  C5 1.098
14 H -0.59 0.39 1.67  O6 0.967

Computed properties:
Highest occupied orbital energy = -9.466 eV
F_max = 0.69 eV Å⁻¹
Calculated total energy = -7359.7234 eV
ΔE to the lowest compared entry with this formula, charge and spin = 244.3 kJ/mol

# 4
Molecular formula: C5H8O
Method: DFT, the ωB97M-V functional and the def2-TZVPD basis

Each atom is followed by the atoms it is bonded to, with distances in Å.
Positions of all 14 atoms, in Å:
1 C 1.27 0.58 -0.65  C2 1.521, H7 1.070, H8 1.089, H14 1.283
2 C 0.32 0.77 0.52  C1 1.521, C3 1.533, O6 1.455, H9 1.094
3 C -1.11 0.39 0.14  C2 1.533, C4 1.530, H10 1.089, H11 1.091
4 C -0.92 -1.12 0.00  C3 1.530, C5 1.517, H12 1.089, H13 1.091
5 C 0.46 -1.35 0.60  C4 1.517, O6 1.324
6 O 0.76 -0.32 1.37  C2 1.455, C5 1.324
7 H 0.98 1.01 -1.58  C1 1.070
8 H 2.32 0.72 -0.42  C1 1.089
9 H 0.44 1.72 1.05  C2 1.094
10 H -1.81 0.65 0.94  C3 1.089
11 H -1.46 0.86 -0.78  C3 1.091
12 H -1.63 -1.72 0.57  C4 1.089
13 H -0.97 -1.50 -1.02  C4 1.091
14 H 1.36 -0.70 -0.73  C1 1.283

Computed properties:
Highest occupied orbital energy = -7.983 eV
F_max = 3.41 eV Å⁻¹
Calculated total energy = -7358.0591 eV
ΔE to the lowest compared entry with this formula, charge and spin = 404.9 kJ/mol

# 5
Molecular formula: C5H8O
Method: DFT, the ωB97M-V functional and the def2-TZVPD basis

Each atom is followed by the atoms it is bonded to, with distances in Å.
Positions of all 14 atoms, in Å:
1 C -0.29 -1.83 -1.17  C2 1.308, H5 1.092, H6 1.086
2 C 0.46 -0.92 -0.60  C1 1.308, C3 1.303
3 C 0.77 0.07 0.18  C2 1.303, C4 1.500, H7 1.098
4 C 1.93 0.99 0.45  C3 1.500, H8 1.101, H9 1.094, H10 1.097
5 H -0.48 -2.81 -0.71  C1 1.092
6 H -0.94 -1.52 -1.98  C1 1.086
7 H -0.08 0.30 0.83  C3 1.098
8 H 2.16 0.99 1.53  C4 1.101
9 H 2.84 0.77 -0.11  C4 1.094
10 H 1.61 2.01 0.20  C4 1.097
11 C -2.01 0.50 0.35  O12 1.204, H13 1.109, H14 1.107
12 O -2.34 -0.51 -0.22  C11 1.204
13 H -1.76 1.44 -0.19  C11 1.109
14 H -1.87 0.53 1.44  C11 1.107

Computed properties:
Highest occupied orbital energy = -9.427 eV
F_max = 0.73 eV Å⁻¹
Calculated total energy = -7358.8106 eV
ΔE to the lowest compared entry with this formula, charge and spin = 332.4 kJ/mol

# 6
Molecular formula: C5H8O
Method: DFT, the ωB97M-V functional and the def2-TZVPD basis

Each atom is followed by the atoms it is bonded to, with distances in Å.
Positions of all 14 atoms, in Å:
1 C -1.93 -0.98 -1.21  C2 1.311, H5 1.084, H6 1.085
2 C -1.57 -0.21 -0.21  C1 1.311, C3 1.275
3 C -1.20 0.54 0.75  C2 1.275, C4 1.311
4 C -0.76 1.31 1.72  C3 1.311, H7 1.084, H8 1.085
5 H -2.97 -1.11 -1.48  C1 1.084
6 H -1.20 -1.51 -1.80  C1 1.085
7 H -1.44 1.88 2.35  C4 1.084
8 H 0.30 1.42 1.91  C4 1.085
9 C 2.03 -0.47 -0.25  O10 1.410, H11 1.093, H12 1.101, H13 1.101
10 O 1.60 0.76 -0.78  C9 1.410, H14 0.965
11 H 3.10 -0.55 -0.46  C9 1.093
12 H 1.88 -0.54 0.84  C9 1.101
13 H 1.52 -1.33 -0.71  C9 1.101
14 H 0.64 0.80 -0.67  O10 0.965

Computed properties:
Highest occupied orbital energy = -9.457 eV
F_max = 0.41 eV Å⁻¹
Calculated total energy = -7358.8041 eV
ΔE to the lowest compared entry with this formula, charge and spin = 333.0 kJ/mol

# 7
Molecular formula: C5H8O
Method: DFT, the ωB97M-V functional and the def2-TZVPD basis

Each atom is followed by the atoms it is bonded to, with distances in Å.
Positions of all 14 atoms, in Å:
1 C 2.60 -0.20 -0.38  C2 1.346, H7 1.087, H9 1.092
2 C 1.43 -0.03 0.27  C1 1.346, C3 1.421, H8 1.103
3 C 0.40 0.95 0.30  C2 1.421, C4 1.449
4 C -0.96 0.58 -0.01  C3 1.449, C5 1.537, O6 1.404, H10 1.150
5 C -1.55 -0.84 -0.07  C4 1.537, H11 1.100, H12 1.095, H13 1.094
6 O -1.92 1.41 0.60  C4 1.404, H14 0.970
7 H 3.34 -0.92 -0.04  C1 1.087
8 H 1.11 -0.72 1.06  C2 1.103
9 H 2.79 0.28 -1.34  C1 1.092
10 H -0.73 0.94 -1.08  C4 1.150
11 H -1.65 -1.30 0.93  C5 1.100
12 H -2.53 -0.77 -0.54  C5 1.095
13 H -0.93 -1.52 -0.67  C5 1.094
14 H -1.39 2.14 0.95  O6 0.970

Computed properties:
Highest occupied orbital energy = -8.352 eV
F_max = 0.62 eV Å⁻¹
Calculated total energy = -7357.7402 eV
ΔE to the lowest compared entry with this formula, charge and spin = 435.6 kJ/mol

# 8
Molecular formula: C5H8O
Method: DFT, the ωB97M-V functional and the def2-TZVPD basis

Each atom is followed by the atoms it is bonded to, with distances in Å.
Positions of all 14 atoms, in Å:
1 O 1.93 -0.09 -0.35  C2 1.396, H7 0.955
2 C 0.76 0.05 0.40  O1 1.396, C3 1.563, C6 1.520, H8 1.124
3 C -0.16 1.27 0.06  C2 1.563, C4 1.512, H9 1.142, H10 1.130
4 C -1.50 0.60 -0.14  C3 1.512, C5 1.329, H11 1.100
5 C -1.47 -0.73 -0.08  C4 1.329, C6 1.497, H12 1.106
6 C -0.05 -1.19 0.09  C2 1.520, C5 1.497, H13 1.086, H14 1.106
7 H 2.54 0.61 -0.14  O1 0.955
8 H 0.97 0.01 1.50  C2 1.124
9 H -0.22 2.07 0.87  C3 1.142
10 H 0.12 1.88 -0.85  C3 1.130
11 H -2.47 1.12 -0.20  C4 1.100
12 H -2.32 -1.42 -0.18  C5 1.106
13 H 0.31 -1.48 -0.89  C6 1.086
14 H 0.18 -2.07 0.73  C6 1.106

Computed properties:
Highest occupied orbital energy = -9.065 eV
F_max = 1.40 eV Å⁻¹
Calculated total energy = -7361.1452 eV
ΔE to the lowest compared entry with this formula, charge and spin = 107.1 kJ/mol

# 9
Molecular formula: C5H8O
Method: DFT, the ωB97M-V functional and the def2-TZVPD basis

Each atom is followed by the atoms it is bonded to, with distances in Å.
Positions of all 14 atoms, in Å:
1 O 1.68 -0.90 -0.49  C2 1.415, H7 0.969
2 C 1.00 0.33 -0.30  O1 1.415, C3 1.543, C6 1.536, H8 1.098
3 C -0.20 0.43 -1.26  C2 1.543, C4 1.528, H9 1.093, H10 1.094
4 C -1.15 0.24 -0.07  C3 1.528, C5 1.502, C6 1.519, H11 1.085
5 C -0.79 -0.85 0.90  C4 1.502, C6 1.490, H12 1.086, H13 1.087
6 C 0.02 0.40 0.88  C2 1.536, C4 1.519, C5 1.490, H14 1.082
7 H 2.09 -1.15 0.35  O1 0.969
8 H 1.72 1.16 -0.34  C2 1.098
9 H -0.22 -0.24 -2.11  C3 1.093
10 H -0.29 1.47 -1.61  C3 1.094
11 H -2.12 0.71 0.01  C4 1.085
12 H -0.35 -1.79 0.58  C5 1.086
13 H -1.47 -0.92 1.74  C5 1.087
14 H 0.09 1.10 1.70  C6 1.082

Computed properties:
Highest occupied orbital energy = -9.660 eV
F_max = 0.50 eV Å⁻¹
Calculated total energy = -7360.2230 eV
ΔE to the lowest compared entry with this formula, charge and spin = 196.1 kJ/mol

# 10
Molecular formula: C5H8O
Method: DFT, the ωB97M-V functional and the def2-TZVPD basis

Each atom is followed by the atoms it is bonded to, with distances in Å.
Positions of all 14 atoms, in Å:
1 C -2.23 1.34 0.71  C2 1.294, H7 1.111, H14 1.080
2 C -1.55 0.44 0.09  C1 1.294, C4 1.262
3 C 2.52 0.86 1.03  C5 1.537, H8 1.131, H9 1.028, H10 1.163
4 C -1.05 -0.64 -0.35  C2 1.262, H11 1.113, H12 1.114
5 C 1.81 0.21 -0.17  C3 1.537, O6 1.182, H13 1.149
6 O 1.35 0.90 -1.01  C5 1.182
7 H -1.75 1.89 1.55  C1 1.111
8 H 2.09 1.56 1.81  C3 1.131
9 H 3.30 1.42 0.68  C3 1.028
10 H 3.10 0.04 1.62  C3 1.163
11 H -1.20 -1.57 0.22  C4 1.113
12 H -0.54 -0.75 -1.34  C4 1.114
13 H 2.16 -0.88 -0.23  C5 1.149
14 H -3.21 1.50 0.29  C1 1.080

Computed properties:
Highest occupied orbital energy (alpha / beta) = -6.054 / -9.456 eV
F_max = 9.29 eV Å⁻¹
Calculated total energy = -7354.9380 eV
ΔE to the lowest compared entry with this formula, charge and spin = 142.1 kJ/mol
Multiplicity = 3